Record 1
Computed, not measured: a structure of composition C36H40N3PRbS2SbSe4, with the ωB97M-V functional and the def2-TZVPD basis.

XYZ file:
```
88
Properties=species:S:1:pos:R:3:forces:R:3
Rb 1.040 0.329 -1.828 0.35 -0.01 0.17
C 4.540 2.050 -2.142 -0.07 0.04 -0.02
C 3.482 2.481 -3.167 0.09 -0.06 0.07
N 2.285 3.032 -2.563 -0.14 0.05 -0.08
C 2.397 4.333 -1.960 0.03 0.00 0.09
C 1.675 4.448 -0.611 0.03 -0.08 0.05
S 1.989 3.137 0.615 0.01 0.02 -0.04
C 3.802 3.082 0.678 -0.11 0.02 0.01
C 4.387 1.722 0.296 0.04 -0.05 0.00
N 4.002 1.283 -1.022 -0.04 0.00 -0.13
H 5.300 1.478 -2.687 0.01 0.01 0.01
H 5.050 2.933 -1.739 0.01 -0.02 0.00
H 3.967 3.181 -3.871 0.00 -0.02 0.00
H 3.181 1.606 -3.748 0.00 -0.01 -0.01
H 1.522 2.958 -3.238 -0.02 -0.01 0.02
H 3.455 4.578 -1.822 -0.02 -0.01 0.01
H 1.991 5.134 -2.599 0.03 -0.01 -0.01
H 1.880 5.424 -0.161 0.00 0.02 -0.02
H 0.596 4.385 -0.767 -0.02 0.01 0.02
H 4.179 3.862 0.019 0.07 0.02 0.01
H 4.127 3.329 1.691 0.02 0.02 -0.01
H 5.484 1.806 0.425 -0.02 -0.03 0.01
H 4.037 0.977 1.016 0.00 0.00 0.00
H 4.138 0.290 -1.147 0.03 0.00 -0.08
Se 0.355 -1.514 -7.417 -0.03 -0.01 0.05
Sb 0.610 -0.802 -5.104 -0.07 -0.02 0.07
Se -0.106 1.597 -4.782 0.11 -0.01 -0.01
Se 2.939 -1.148 -4.236 0.03 0.01 0.00
Se -0.785 -2.030 -3.419 -0.04 -0.16 -0.20
N -0.984 1.854 -0.585 -0.25 0.17 0.08
S -2.399 2.546 -0.604 -0.19 0.05 0.04
C -2.961 2.534 1.104 0.10 -0.05 -0.08
C -3.858 3.494 1.544 0.00 -0.01 -0.02
C -4.261 3.492 2.873 0.01 -0.02 0.04
C -3.755 2.539 3.747 -0.02 0.03 -0.01
C -2.845 1.591 3.295 0.01 -0.03 -0.04
C -2.441 1.586 1.969 -0.01 -0.02 0.03
C -3.582 1.357 -1.278 0.03 0.01 -0.02
C -4.907 1.284 -0.862 0.03 -0.02 -0.02
C -5.760 0.393 -1.496 0.01 0.02 0.03
C -5.287 -0.412 -2.528 0.01 0.01 0.00
C -3.964 -0.329 -2.933 -0.10 0.00 -0.02
C -3.105 0.571 -2.313 0.04 0.03 0.02
H -0.409 2.444 -1.183 0.04 0.09 -0.02
H -4.234 4.238 0.853 -0.01 0.03 -0.02
H -4.960 4.240 3.226 -0.01 0.01 0.01
H -4.064 2.540 4.785 -0.01 0.00 0.01
H -2.452 0.845 3.973 0.01 -0.02 0.02
H -1.719 0.868 1.595 0.00 -0.02 0.00
H -5.269 1.891 -0.043 -0.01 0.02 0.02
H -6.791 0.320 -1.172 -0.01 -0.01 0.00
H -5.956 -1.114 -3.011 -0.01 -0.02 -0.02
H -3.563 -0.964 -3.712 0.05 0.01 -0.01
H -2.074 0.636 -2.649 0.00 -0.01 -0.02
C 1.084 -6.127 -1.234 -0.04 -0.01 0.07
C 1.599 -5.003 -1.853 0.02 0.03 -0.03
C 1.497 -3.759 -1.237 0.00 -0.02 -0.03
C 0.880 -3.648 0.004 0.02 0.04 0.07
C 0.340 -4.784 0.613 -0.01 0.03 0.01
C 0.448 -6.019 0.003 0.03 -0.02 -0.07
P 0.749 -1.983 0.742 0.10 -0.14 -0.02
C -1.015 -1.964 1.247 0.05 0.05 -0.08
C -1.503 -2.097 2.541 -0.02 -0.05 0.06
C -2.872 -2.039 2.782 0.02 0.02 0.04
C -3.758 -1.843 1.734 0.03 0.02 -0.05
C -3.275 -1.712 0.436 -0.07 -0.01 0.11
C -1.914 -1.766 0.193 0.06 0.01 0.01
C 1.635 -2.156 2.343 -0.10 0.11 0.02
C 1.607 -1.049 3.198 -0.01 0.01 -0.04
C 2.306 -1.049 4.394 0.01 -0.01 0.00
C 3.072 -2.153 4.748 0.00 0.00 0.01
C 3.129 -3.246 3.899 0.00 0.01 0.02
C 2.414 -3.251 2.707 -0.02 0.01 -0.02
H 1.149 -7.093 -1.720 0.01 0.00 -0.02
H 2.050 -5.064 -2.834 0.00 0.02 -0.02
H 1.866 -2.884 -1.763 0.02 -0.02 -0.01
H -0.176 -4.686 1.562 0.00 -0.02 0.00
H 0.024 -6.898 0.475 -0.01 -0.01 0.01
H -0.821 -2.256 3.369 0.01 0.01 -0.01
H -3.243 -2.144 3.795 0.00 0.00 0.02
H -4.822 -1.781 1.925 -0.02 -0.01 0.00
H -3.958 -1.551 -0.387 -0.01 0.01 -0.05
H -1.543 -1.657 -0.826 -0.03 0.01 -0.01
H 1.034 -0.174 2.909 -0.01 0.02 0.01
H 2.265 -0.182 5.042 0.00 0.01 0.00
H 3.630 -2.153 5.677 0.01 0.00 0.01
H 3.736 -4.104 4.162 0.01 -0.02 -0.01
H 2.466 -4.108 2.050 0.01 -0.04 -0.01
```
Forces are in eV/Å.

HOMO energy: -0.9902 eV
LUMO energy: 3.3 eV
total charge: -2
energy above the lowest of the compared OMol25 structures with the same formula, charge and spin: 0.378 eV
frontier orbital gap: 4.3 eV

Record 2
Computed, not measured: a cluster of 2 separate species, C2H6NO3 in total, with the ωB97M-V functional and the def2-TZVPD basis.

XYZ file:
```
12
Properties=species:S:1:pos:R:3:forces:R:3
C 2.061 1.045 -0.099 -0.02 0.03 -0.29
O 1.744 0.190 -1.169 -0.52 -0.21 0.20
H 1.622 0.713 0.843 -0.02 -0.11 0.05
H 3.150 1.071 -0.009 0.03 0.10 0.11
H 1.704 2.067 -0.298 0.07 0.08 0.09
H 0.797 -0.109 -1.040 0.37 0.06 -0.31
N -2.564 -0.745 0.496 -0.24 0.25 -0.25
C -1.165 -0.738 0.182 -1.08 0.12 0.16
O -0.397 -0.877 1.136 0.65 -0.17 0.41
O -0.927 -0.528 -1.032 0.55 0.09 -0.26
H -3.153 -0.835 -0.312 -0.04 -0.11 -0.07
H -2.873 -1.256 1.301 0.23 -0.12 0.16
```
Forces are in eV/Å.

HOMO energy: -4.5782 eV
LUMO energy: 4.4 eV
total charge: -1
energy above the lowest of the compared OMol25 structures with the same formula, charge and spin: 0.230 eV
frontier orbital gap: 9.0 eV

Record 3
Computed, not measured: a cluster of 2 separate species, C3H7N4O in total, with the ωB97M-V functional and the def2-TZVPD basis.

XYZ file:
```
15
Properties=species:S:1:pos:R:3:forces:R:3
C -0.812 0.786 0.734 1.19 -0.68 1.36
C -2.666 0.155 -0.738 -1.29 0.39 -1.00
C 0.323 -1.311 -0.199 2.72 0.05 -1.19
N 4.040 0.164 0.020 -1.11 -0.57 -0.71
N -2.075 0.717 0.269 -1.88 2.24 0.86
N 3.023 0.113 0.465 -0.83 0.33 1.24
N 0.163 -0.140 0.353 0.34 0.18 1.41
O 4.999 0.118 -0.608 2.15 0.29 -0.51
H -0.623 1.346 1.722 -0.27 -1.00 -2.09
H -3.727 0.479 -1.058 2.02 -0.69 0.90
H -2.056 -0.439 -1.395 -0.17 -0.33 -0.09
H -0.399 -1.875 -0.724 -1.10 -0.15 -0.20
H 1.434 -1.690 -0.396 -2.60 1.03 1.00
H -2.674 1.438 0.773 0.85 -1.29 -0.71
H 1.049 0.141 0.784 -0.03 0.20 -0.27
```
Forces are in eV/Å.

HOMO energy (alpha / beta): -12.2822 / -12.2832 eV
LUMO energy (alpha / beta): -4.7 / -4.7 eV
total charge: +1
energy above the lowest of the compared OMol25 structures with the same formula, charge and spin: 5.249 eV
frontier orbital gap (alpha / beta): 7.6 / 7.6 eV

Record 4
Computed, not measured: an isolated molecule of C5H9N3, with the ωB97M-V functional and the def2-TZVPD basis.

XYZ file:
```
17
Properties=species:S:1:pos:R:3:forces:R:3
C -2.075 -1.093 0.216 -1.21 -0.09 -2.74
C -0.605 -0.726 -0.066 1.40 -5.62 0.36
N 0.440 -1.648 -0.210 -4.86 2.65 2.12
N 1.618 -0.961 -0.442 0.18 0.00 -3.06
C 2.129 -0.276 0.664 -0.90 1.18 1.10
C 1.279 0.510 -0.457 3.71 -1.17 0.64
C -0.272 0.555 -0.529 3.46 2.58 -1.80
N -0.738 1.676 0.223 -1.33 3.76 -0.89
H -2.854 -0.127 0.531 2.86 -3.12 -0.11
H -1.904 -2.089 0.790 -1.55 1.85 -0.60
H -2.628 -1.342 -0.946 1.78 0.36 3.37
H 3.249 -0.028 0.392 -2.16 -0.59 1.91
H 1.575 -0.536 1.656 1.82 0.53 -1.53
H 2.219 1.150 -0.775 -3.18 -0.68 -0.87
H -0.590 0.397 -1.627 0.24 1.53 1.14
H -0.810 2.617 -0.345 0.08 -2.77 1.13
H -0.034 1.920 0.925 -0.36 -0.41 -0.17
```
Forces are in eV/Å.

HOMO energy: -8.1855 eV
LUMO energy: 0.5 eV
total charge: 0
SMILES: CC1=NN2C[C@@H]2[C@@H]1N
energy above the lowest of the compared OMol25 structures with the same formula, charge and spin: 6.540 eV
frontier orbital gap: 8.7 eV

Record 5
Computed, not measured: a cluster of 2 separate species, C5H10O in total, with the ωB97M-V functional and the def2-TZVPD basis.

XYZ file:
```
16
Properties=species:S:1:pos:R:3:forces:R:3
C 2.048 0.186 -1.308 0.09 -0.01 0.02
C 0.554 0.078 -0.959 -0.13 -0.01 -0.01
C 0.412 -0.064 0.531 0.27 0.06 -0.07
C -2.005 0.238 0.537 -0.10 -0.10 0.05
C -1.860 -0.506 1.704 0.08 0.02 -0.03
O -0.799 -1.132 1.951 -0.21 0.12 -0.09
H 2.177 0.269 -2.392 -0.04 -0.01 0.15
H 2.506 1.069 -0.848 -0.08 -0.13 -0.05
H 2.600 -0.698 -0.970 -0.09 0.13 -0.04
H 0.003 0.952 -1.319 0.07 -0.12 0.07
H 0.139 -0.801 -1.466 0.06 0.11 0.09
H 1.024 -0.861 0.937 -0.13 0.09 -0.06
H 0.411 0.841 1.125 -0.04 -0.13 -0.06
H -1.780 -0.313 -0.370 0.04 0.07 0.10
H -2.800 0.977 0.445 0.13 -0.12 0.02
H -2.669 -0.572 2.450 0.10 0.02 -0.07
```
Forces are in eV/Å.

HOMO energy: -7.9172 eV
LUMO energy: -0.2 eV
total charge: 0
energy above the lowest of the compared OMol25 structures with the same formula, charge and spin: 4.491 eV
frontier orbital gap: 7.7 eV

The highest energy above the lowest of the compared OMol25 structures with the same formula, charge and spin belongs to which entry?
C5H9N3